[1]
ORCA calculation (ωB97M-V with the def2-TZVPD basis set) on a cluster of 2 separate species, C3H9NO2 in total.

Values from the calculation:
- DFT total energy (eV) = -8840.915
- HOMO energy (eV) = -9.6
- orbital gap (hartree) = 0.37847
- SMILES = CC(=O)O.CN
- energy above the lowest of the compared OMol25 structures with the same formula, charge and spin (eV) = 2.040

XYZ file:
```
15
Properties=species:S:1:pos:R:3:nbo_charge:R:1
O 0.658 -1.048 2.475 -0.55
O 0.655 -1.014 0.263 -0.69
N -0.249 0.930 -2.733 -0.85
C -1.197 0.046 -2.152 -0.40
C 0.532 -0.378 1.497 0.77
C 0.020 1.000 1.499 -0.76
H -1.046 0.994 1.888 0.26
H -0.650 1.896 -2.743 0.36
H -2.253 0.366 -2.527 0.17
H -0.945 -0.910 -2.236 0.20
H 0.027 0.587 -3.562 0.36
H 0.718 -0.182 -0.441 0.49
H -1.216 0.093 -1.013 0.17
H 0.540 1.593 2.249 0.25
H -0.061 1.542 0.554 0.22
```



[2]
ORCA calculation (ωB97M-V with the def2-TZVPD basis set) on a structure of composition C19H33AuBBrF2N6OPS.

Values from the calculation:
- DFT total energy (eV) = -131198.560
- total charge = +1
- HOMO energy (eV) = -10.4
- orbital gap (hartree) = 0.29680

XYZ file:
```
66
Properties=species:S:1:pos:R:3:nbo_charge:R:1
Au 2.130 0.955 -1.189 0.54
Br 1.611 7.496 0.202 0.06
S 2.490 -1.372 -1.683 -0.22
P -1.312 -0.776 0.100 2.52
F -0.795 2.013 -0.987 -0.52
F -0.111 1.103 -2.987 -0.51
O -0.582 -0.322 -1.208 -1.03
N 4.751 0.705 -1.299 -0.65
N 5.088 -0.592 -1.668 -0.43
N -1.626 -2.330 -0.222 -0.83
N -2.649 0.091 0.336 -0.82
N -0.415 -0.663 1.446 -0.83
N 4.645 -2.750 -2.203 -0.76
C 1.886 2.921 -0.775 -0.35
C -0.930 -3.182 -1.212 -0.20
C -2.865 -4.312 -0.346 -0.41
C -1.471 -4.578 -0.908 -0.41
C -3.171 0.567 1.637 -0.20
C 4.168 -1.550 -1.858 0.33
C 0.032 0.618 2.043 -0.22
C -3.574 0.425 -0.767 -0.21
C 1.525 5.211 -1.491 -0.26
C 2.087 3.396 0.523 -0.27
C -4.439 1.520 -0.158 -0.41
C 1.603 3.854 -1.773 -0.18
C 2.008 4.750 0.823 -0.23
C 0.485 -1.772 1.849 -0.21
C 1.391 -1.135 2.901 -0.40
C 1.467 0.324 2.458 -0.42
C -4.576 1.058 1.292 -0.41
C -2.639 -3.086 0.532 -0.21
C 1.725 5.648 -0.192 -0.09
B -0.189 0.996 -1.647 1.26
H 1.818 0.996 3.239 0.23
H 1.075 -2.118 0.997 0.20
H -3.029 0.748 -1.652 0.22
H -1.476 -5.214 -1.791 0.23
H -4.177 -0.450 -1.031 0.19
H -5.393 1.631 -0.670 0.23
H 6.061 -0.810 -1.829 0.39
H -3.175 -0.232 2.379 0.21
H -3.273 -5.151 0.214 0.23
H 1.304 5.924 -2.274 0.23
H 2.318 2.704 1.327 0.20
H 0.153 -3.123 -1.099 0.21
H -4.907 1.841 1.970 0.23
H -0.573 0.843 2.925 0.20
H -2.557 1.387 2.012 0.20
H -0.064 1.442 1.336 0.24
H 5.626 -2.930 -2.337 0.41
H -1.181 -2.855 -2.222 0.21
H 5.171 0.945 -0.408 0.39
H 5.036 1.365 -2.013 0.39
H 1.418 3.525 -2.788 0.21
H -3.905 2.470 -0.206 0.22
H 3.994 -3.489 -2.405 0.43
H -3.539 -2.486 0.673 0.21
H -5.289 0.233 1.355 0.21
H 2.164 5.104 1.833 0.23
H -0.853 -5.061 -0.147 0.21
H -0.086 -2.612 2.244 0.21
H -3.560 -4.066 -1.151 0.21
H 0.927 -1.201 3.887 0.21
H -2.262 -3.376 1.519 0.19
H 2.360 -1.628 2.950 0.22
H 2.125 0.419 1.588 0.20
```



[3]
ORCA calculation (ωB97M-V with the def2-TZVPD basis set) on a structure of composition C27H38Cl27F18NO4P2SSi2.

Values from the calculation:
- DFT total energy (eV) = -470487.712
- HOMO energy (eV) = -7.8
- orbital gap (hartree) = 0.29006

XYZ file:
```
120
Properties=species:S:1:pos:R:3:lowdin_charge:R:1
Cl 1.618 8.244 4.945 0.50
Cl 7.508 5.367 0.378 0.52
Cl 8.582 8.015 0.937 0.54
Cl 6.450 3.801 -3.306 0.53
Cl -2.852 4.432 3.905 0.56
Cl 5.915 1.452 -1.665 0.52
Cl 4.428 1.269 3.801 0.53
Cl -5.013 -10.485 -2.012 0.54
Cl 1.788 -8.778 -4.287 0.53
Cl 3.804 3.365 -2.187 0.64
Cl 7.581 -2.244 2.402 0.54
Cl 7.433 6.405 3.067 0.52
Cl -1.089 -8.601 -3.928 0.53
Cl -1.050 8.963 4.045 0.54
Cl 0.092 7.968 7.561 0.47
Cl 6.374 -1.696 -0.193 0.51
Cl -0.273 8.785 10.329 0.53
Cl 0.710 7.446 2.314 0.61
Cl -0.154 3.380 3.645 0.57
Cl 4.684 -2.062 2.108 0.52
Cl -0.698 5.534 5.526 0.52
Cl -0.885 6.059 9.522 0.53
Cl 0.620 -9.145 -1.652 0.52
Cl -3.282 -8.335 -1.115 0.55
Cl -5.436 -9.273 0.594 0.54
Cl 4.637 3.777 5.268 0.53
Cl 5.441 3.647 2.482 0.50
S 0.429 4.817 -0.773 0.77
P -0.148 0.463 -4.555 0.44
P 2.455 -2.665 -0.836 0.81
Si 0.294 -2.963 -1.310 0.37
Si -0.105 -0.234 -2.401 0.33
F 0.877 4.260 0.663 -0.17
F -4.440 -3.754 -3.449 0.15
F 1.290 0.255 -1.768 -0.13
F -4.051 -2.026 -1.515 0.16
F -4.362 -3.058 0.807 0.14
F 1.916 4.653 -1.269 -0.26
F -6.276 -1.828 1.928 0.11
F 0.799 6.283 -0.264 -0.19
F 0.036 5.388 -2.190 -0.11
F -6.165 -4.147 0.252 0.14
F -5.859 -4.911 -2.284 0.12
F -2.182 3.961 -2.144 0.11
F -6.160 -2.262 -2.056 0.15
F -1.637 6.329 -0.467 0.14
F 0.143 3.336 -1.243 -0.12
F -5.912 -0.661 0.128 0.10
F -1.434 4.952 1.127 0.09
F -3.580 4.973 -0.861 0.11
O -0.232 -1.869 -2.469 -0.27
O 1.063 1.500 -4.799 -0.19
O 0.139 -0.818 -5.493 -0.20
O -2.377 -4.391 -1.987 -0.14
N -1.587 1.018 -4.823 -0.20
C -1.129 4.813 3.979 -1.56
C -2.478 4.166 -0.846 -0.44
C -1.376 0.728 -0.002 -0.21
C -0.166 -2.523 1.475 -0.05
C 3.259 -2.264 -2.474 -0.32
C 0.397 -9.381 -3.389 -1.54
C -1.372 5.066 -0.187 -0.44
C -5.479 -3.001 0.063 -0.38
C 7.352 6.829 1.361 -1.55
C 6.246 -1.465 1.555 -1.54
C -6.367 -1.846 0.585 -0.29
C 0.039 -4.694 -2.072 -0.20
C -5.108 -2.845 -1.436 -0.36
C 3.165 -4.316 -0.350 -0.48
C -0.660 -2.867 0.286 -0.22
C 2.363 -5.031 0.743 -0.17
C -1.452 0.693 -1.549 -0.24
C -2.885 2.887 -0.112 -0.06
C -3.607 -4.960 -1.612 -0.13
C 5.537 3.150 -1.944 -1.55
C 0.624 8.696 3.559 -1.50
C -1.833 2.058 0.652 -0.18
C -4.918 -9.001 -1.068 -1.54
C -0.867 7.753 9.027 -1.54
C 4.327 3.030 3.700 -1.54
C -1.320 -5.332 -1.793 -0.27
C -4.751 -4.140 -2.198 -0.42
H 3.324 3.288 3.400 -0.01
H 4.150 -4.085 0.059 0.03
H -0.917 5.544 3.209 -0.07
H 4.166 -2.864 -2.549 0.03
H 3.246 -4.944 -1.243 0.07
H -5.586 -8.275 -1.513 0.01
H -3.719 -5.993 -1.967 0.08
H 2.588 -2.469 -3.309 0.03
H 3.507 -1.202 -2.453 0.01
H -0.843 -2.335 2.308 0.06
H 2.886 -5.961 0.998 0.07
H 2.336 -4.438 1.661 0.06
H -0.719 -1.087 -5.861 0.07
H 6.382 7.261 1.155 0.02
H -7.407 -2.008 0.295 0.18
H 5.823 3.694 -1.053 -0.05
H -1.642 1.976 -5.148 -0.03
H -2.278 1.800 1.619 0.11
H -3.649 3.213 0.599 0.13
H -3.415 2.286 -0.855 0.13
H 1.006 9.620 3.148 0.02
H 0.307 -10.443 -3.576 0.01
H -1.502 -6.161 -2.493 0.07
H 0.181 -4.604 -3.155 0.09
H -1.360 -5.750 -0.776 0.12
H 6.289 -0.402 1.758 -0.01
H -1.363 1.707 -1.950 0.05
H 0.750 2.185 -5.411 0.08
H -1.730 -3.054 0.228 0.05
H -0.948 2.630 0.910 0.05
H -3.684 -4.994 -0.515 0.14
H -2.001 -0.082 0.381 0.10
H 1.357 -5.313 0.432 0.05
H -0.345 0.543 0.317 0.10
H 0.896 -2.432 1.684 0.03
H 0.823 -5.336 -1.663 0.06
H -1.885 8.046 8.806 0.01
H -2.432 0.342 -1.864 0.08
```



[4]
ORCA calculation (ωB97M-V with the def2-TZVPD basis set) on a structure of composition C18H24ClIN3O3Re.

Values from the calculation:
- DFT total energy (eV) = -52392.151
- total charge = +1
- HOMO energy (alpha / beta) (eV) = -10.5 / -10.3
- orbital gap (alpha / beta) (hartree) = 0.27014 / 0.24244
- spin multiplicity = 4
- energy above the lowest of the compared OMol25 structures with the same formula, charge and spin (eV) = 24.025

XYZ file:
```
51
Properties=species:S:1:pos:R:3:lowdin_spin:R:1
Re -0.042 -0.559 -0.228 1.77
I 2.556 -2.002 0.463 0.13
Cl 1.818 0.750 -0.819 0.13
O -0.919 1.856 -1.825 0.02
O -2.039 -1.028 0.203 0.00
O 0.601 2.940 -3.199 0.01
N 0.018 0.102 2.305 0.01
N -1.809 1.682 0.815 0.04
N 1.508 1.531 0.334 0.02
C 4.037 -2.307 -2.136 0.01
C 1.039 1.140 2.633 0.00
C -1.213 -2.012 0.174 -0.04
C 1.160 2.211 1.536 0.00
C 1.691 -1.644 -2.599 0.00
C 0.328 -1.281 -2.206 0.01
C 3.048 0.907 -1.740 0.73
C 0.989 -1.433 -4.931 0.00
C 3.328 -1.986 -4.409 0.00
C -1.295 0.475 2.883 0.00
C -1.536 -3.434 0.370 -0.01
C -0.630 -1.118 -3.181 0.02
C -0.293 -1.174 -4.549 0.00
C -1.893 1.736 2.275 0.00
C 4.311 -2.286 -3.525 0.00
C 2.003 -1.694 -3.980 0.00
C 2.799 -1.982 -1.694 0.01
C -0.115 2.373 -2.493 0.00
H -1.651 -0.887 -2.903 0.00
H 0.793 1.628 3.582 0.00
H -1.971 -0.359 2.686 0.00
H 4.818 -2.566 -1.434 0.00
H 0.235 2.758 1.398 0.00
H 2.008 0.653 2.746 0.00
H -1.354 2.614 2.631 0.00
H 1.343 -0.127 -1.558 0.01
H -2.539 1.081 0.450 0.00
H -2.920 1.822 2.641 0.00
H 2.299 -0.204 -0.240 0.03
H 0.316 -0.768 2.729 0.00
H 1.060 1.349 -1.610 0.02
H -1.618 -3.881 -0.625 0.00
H -1.058 -0.990 -5.292 0.00
H 1.967 2.908 1.761 0.00
H -2.481 -3.565 0.895 0.00
H 5.309 -2.525 -3.866 0.00
H 3.536 -1.972 -5.472 0.00
H -0.721 -3.944 0.881 0.00
H 1.254 -1.468 -5.981 0.00
H -1.978 2.597 0.411 0.00
H -1.204 0.613 3.965 0.00
H 3.907 0.972 -2.373 0.04
```